[1]
A molecular structure, C42H37N4O3PPd. Source: OMol25; level of theory: the ωB97M-V functional and the def2-TZVPD basis.

## Properties
multiplicity	1
E_HOMO	-7.9	eV
net charge	0
HOMO-LUMO gap	7.5	eV

Positions of all 88 atoms, in Å:
H  0.16  -3.42  -0.71
C  -1.81  -3.71  3.95
C  2.15  3.46  1.55
N  -0.89  -2.01  -0.09
O  3.69  -0.36  -3.00
C  -4.89  0.22  1.66
H  -2.13  0.30  3.90
H  2.37  -3.79  2.71
H  1.35  1.57  -2.23
H  -0.28  4.42  3.70
N  0.99  -1.19  2.09
C  -2.12  1.81  -2.48
C  3.03  -0.55  -1.98
H  2.27  1.64  -3.73
C  -0.10  0.15  -4.91
C  3.21  -0.44  1.67
H  0.64  2.35  -3.66
C  -2.38  0.78  0.54
H  -1.02  5.50  -2.72
H  0.14  -4.11  -2.65
H  -0.78  0.52  2.78
C  -4.53  1.53  1.38
C  0.69  0.20  -3.77
H  -2.80  -1.91  4.57
H  -3.03  2.81  0.57
C  4.49  0.00  1.97
H  -0.57  -5.32  3.25
C  0.99  -0.99  -3.10
H  -1.59  2.89  2.32
C  -0.58  -1.06  -5.39
H  -2.40  0.77  -2.43
C  -0.23  -2.23  -4.75
C  -4.02  -0.81  1.32
H  -3.17  2.15  -4.31
C  -2.54  2.59  -3.54
C  -1.30  2.35  -1.49
O  -0.74  -3.36  -0.37
H  -0.45  0.33  4.48
H  6.35  0.63  1.13
C  -0.70  -4.24  3.31
C  -1.33  4.46  -2.65
C  1.49  -4.00  2.09
C  5.35  0.28  0.92
C  0.99  -3.53  -3.00
C  0.08  -2.03  2.80
C  0.19  3.92  2.87
H  -1.20  -1.08  -6.28
C  -0.55  3.05  2.08
H  -5.21  2.34  1.60
H  -2.67  -2.70  0.45
H  -0.28  4.13  -0.82
C  -3.29  1.79  0.82
C  0.26  -3.42  2.74
H  1.69  -3.37  -2.17
C  4.94  0.11  -0.40
N  1.74  -0.94  -1.89
C  3.65  -0.33  -0.63
H  -4.31  -1.83  1.49
H  1.68  -3.55  1.11
H  1.89  2.06  -0.04
C  -2.76  -0.55  0.76
H  -5.84  -0.02  2.11
C  -1.01  -1.48  3.49
H  -0.57  -3.18  -5.14
H  1.51  -4.13  -3.75
H  4.77  0.09  3.01
O  2.48  -1.02  3.85
C  -1.95  -2.34  4.04
C  0.56  -2.22  -3.61
C  2.17  -0.90  2.67
H  3.20  3.61  1.35
C  -2.07  -1.80  0.36
Pd  1.01  -1.04  0.04
C  0.05  2.38  1.02
C  1.26  1.52  -3.32
H  5.59  0.31  -1.25
H  -2.48  4.53  -4.47
H  -0.34  1.08  -5.42
H  -2.55  -4.37  4.38
C  1.54  4.13  2.61
C  1.41  2.59  0.77
P  -0.74  1.21  -0.16
N  2.85  -0.58  0.39
C  -1.11  0.00  3.67
H  1.39  -5.08  1.98
C  -0.92  3.69  -1.58
H  2.12  4.80  3.23
C  -2.15  3.92  -3.64

=====

[2]
A molecular structure, C42H38BaBrN8O2S. Source: OMol25; level of theory: the ωB97M-V functional and the def2-TZVPD basis.

## Properties
multiplicity	1
E_HOMO	-9.9	eV
relative energy (zero: lowest compared OMol25 entry of this formula, charge and spin)	0.000	eV
net charge	+1
HOMO-LUMO gap	7.2	eV

Positions of all 93 atoms, in Å:
H  -4.88  3.88  -0.66
H  2.47  6.29  0.11
H  -4.41  4.00  -2.76
H  1.55  3.79  4.18
H  2.74  -0.48  -0.97
C  1.88  5.41  -0.15
C  3.78  -6.15  -2.26
H  -4.50  -1.79  -0.25
C  -1.08  3.03  4.44
C  -4.27  -1.24  0.66
C  -4.42  0.23  0.39
C  1.04  -6.59  -2.31
C  -0.28  -3.93  -1.07
C  -2.00  2.20  5.05
C  -2.98  2.53  -2.10
C  -1.04  2.30  -3.36
C  -5.56  2.32  0.65
C  4.41  -1.40  3.75
C  0.22  1.51  -3.59
H  -2.95  4.79  -4.60
C  3.96  -0.22  3.18
N  0.19  3.66  2.47
H  -0.03  -6.77  -2.31
H  1.47  -8.14  -3.73
C  -2.63  3.98  -3.96
C  0.66  -4.77  -0.65
C  -2.61  1.21  4.29
H  4.85  -5.98  -2.24
H  3.95  -3.45  4.21
C  -5.41  0.99  1.01
C  0.22  4.11  1.18
C  1.57  -5.59  -1.49
C  -3.80  2.04  -0.93
C  1.87  -1.30  2.58
H  -6.05  0.53  1.75
C  2.34  -2.47  3.19
C  -2.29  1.13  2.95
N  0.18  -2.51  1.33
H  1.20  -1.32  -1.07
N  1.38  4.80  1.08
H  -2.73  0.35  2.33
C  2.38  -0.10  -3.98
C  1.34  4.08  3.16
C  2.07  -1.02  -1.65
C  3.26  -7.13  -3.09
C  2.70  -0.16  2.59
Ba  -0.96  0.90  -0.30
H  -0.59  3.82  5.00
C  -1.30  -3.24  -0.26
N  -1.08  -2.57  0.82
H  -3.32  0.52  4.73
H  3.22  -0.77  -4.11
N  0.60  0.67  -2.61
H  5.40  -1.43  4.20
H  0.93  -2.79  0.69
H  1.04  5.69  -0.77
C  -3.44  3.55  -2.92
O  2.30  1.01  2.04
C  1.66  -0.12  -2.79
H  -0.26  -1.18  2.81
C  2.02  0.79  -4.98
Br  -0.50  -3.53  -2.93
H  -2.23  2.32  6.10
H  3.91  -7.72  -3.72
N  -3.60  0.77  -0.52
H  0.61  2.29  -5.56
H  4.57  0.68  3.19
N  -1.81  1.92  -2.34
H  -4.95  -1.57  1.44
C  2.07  4.78  2.30
H  2.51  4.70  -0.69
C  -0.82  2.85  3.09
H  3.03  5.26  2.42
H  3.36  -4.63  -0.81
H  -2.33  -3.30  -0.61
C  -1.41  3.36  -4.18
C  2.94  -5.39  -1.46
H  1.68  -3.33  3.22
H  2.58  0.84  -5.90
H  0.71  -4.91  0.43
S  -0.94  3.95  -0.05
C  0.46  -1.23  1.99
H  -0.77  3.71  -4.98
H  2.59  -1.91  -2.02
H  1.45  0.78  1.60
H  -6.32  2.93  1.12
C  1.88  -7.36  -3.10
C  0.92  1.61  -4.78
H  -3.24  -1.51  0.95
N  -1.42  1.95  2.35
C  3.60  -2.53  3.76
O  0.26  -0.17  1.10
C  -4.77  2.85  -0.35

=====

[3]
A molecular structure, C42H39N8OSW. Source: OMol25; level of theory: the ωB97M-V functional and the def2-TZVPD basis.

## Properties
multiplicity	3
E_HOMO (alpha / beta)	-9.3 / -10.3	eV
relative energy (zero: lowest compared OMol25 entry of this formula, charge and spin)	0.626	eV
net charge	+1
HOMO-LUMO gap (alpha / beta)	6.3 / 7.2	eV

Positions of all 92 atoms, in Å:
C  0.61  2.68  -0.45
H  4.29  -5.00  -1.41
H  1.71  3.53  -3.10
C  4.11  -4.77  -0.36
H  1.58  -0.50  -1.00
C  -4.27  -1.93  -2.41
C  -1.86  -1.31  -2.79
C  -0.02  1.07  1.32
H  -2.72  -3.06  2.25
H  -4.09  -0.41  1.13
O  -0.52  1.84  -3.52
H  5.94  -4.78  0.86
C  -5.27  -1.47  -0.29
C  -0.01  2.33  -2.56
H  2.90  4.63  -0.45
H  1.44  5.10  0.46
C  -2.99  -0.75  -0.69
H  3.83  -5.68  0.17
H  6.11  -1.68  1.56
C  -3.99  3.48  -0.48
W  -1.10  0.22  -0.30
N  3.03  1.66  0.69
H  0.12  3.16  1.52
C  2.13  2.44  1.55
C  -3.83  3.03  1.88
H  3.90  -0.97  -4.57
H  4.74  -1.71  2.69
C  -2.09  -1.22  5.02
C  -4.11  -0.85  0.14
C  -4.37  3.76  0.83
H  -1.47  -2.34  0.58
H  1.26  0.81  4.48
C  2.11  2.00  2.99
C  -5.31  4.82  1.09
H  -2.39  -1.12  6.05
C  -1.34  -1.43  2.37
H  0.21  4.46  -2.86
N  1.10  3.73  -1.08
H  -2.83  2.24  -1.75
H  -0.62  -1.85  -5.89
N  3.09  -3.74  -0.20
H  -2.49  1.48  2.46
C  3.39  -2.91  0.83
H  5.93  -3.55  -0.42
C  5.31  -4.09  0.31
H  -4.13  3.25  2.90
N  4.65  -3.15  1.21
C  0.46  -0.98  -2.79
C  -2.28  -2.30  2.89
C  -3.08  2.46  -0.72
C  -3.09  -1.33  -1.97
H  -2.75  -1.90  -4.67
C  5.42  -2.32  2.12
H  2.93  2.32  3.63
H  -4.33  -2.36  -3.40
H  -3.42  -2.86  4.62
N  -0.75  -0.95  -2.15
C  1.83  4.85  -0.52
C  0.15  0.60  2.58
N  -6.06  5.66  1.30
C  -5.36  -2.00  -1.57
H  2.89  0.67  0.88
H  -6.27  -2.48  -1.91
C  0.55  -1.30  -4.16
N  -0.06  1.84  -1.25
H  -0.73  0.41  5.12
H  2.47  3.48  1.52
C  -2.50  1.72  0.32
C  0.80  3.62  -2.50
H  0.06  -1.84  0.97
C  2.94  -0.98  -4.08
C  1.81  -1.29  -4.79
H  3.74  -0.46  -2.14
C  -1.83  -1.65  -4.16
C  -0.65  -1.62  -4.84
C  2.85  -0.69  -2.71
C  -2.67  -2.19  4.21
N  -0.94  -1.58  0.99
H  1.87  -1.53  -5.85
C  -1.14  -0.36  4.49
H  -4.42  4.04  -1.30
C  0.70  2.38  1.01
C  1.19  1.16  3.46
C  -0.75  -0.43  3.15
C  -2.90  2.03  1.62
C  1.63  -0.69  -2.07
H  1.69  5.71  -1.18
H  2.13  -3.89  -0.44
S  2.34  -1.77  1.49
H  3.99  1.86  0.93
H  -6.13  -1.53  0.38
H  6.00  -2.96  2.79

=====

[4]
A molecular structure, C42H40As2BaF2N2O3S3. Source: OMol25; level of theory: the ωB97M-V functional and the def2-TZVPD basis.

## Properties
multiplicity	1
E_HOMO	-6.3	eV
relative energy (zero: lowest compared OMol25 entry of this formula, charge and spin)	2.140	eV
net charge	0
HOMO-LUMO gap	6.3	eV

Positions of all 95 atoms, in Å:
H  -6.45  2.45  -2.02
C  -3.18  2.96  -1.38
S  1.43  -2.33  -3.98
C  -3.25  6.72  1.66
H  -2.71  0.23  1.41
H  -1.22  -7.07  -3.93
C  -4.36  2.92  -2.09
C  3.32  0.23  0.81
H  -3.14  -3.32  4.73
H  -7.00  0.30  3.11
O  4.21  0.64  1.73
H  -1.15  -4.30  -0.61
H  -6.43  1.89  0.37
H  -4.38  3.19  -3.14
C  -2.80  5.55  1.07
H  -0.95  0.00  1.54
N  3.17  -0.80  -1.30
C  -4.93  -0.17  3.37
H  -1.93  6.31  4.74
C  -3.15  2.67  -0.02
H  -2.56  -1.91  0.73
C  -2.92  -2.65  1.43
C  -4.34  2.30  0.61
C  3.67  1.34  2.84
H  -3.05  5.34  0.04
H  -5.28  1.41  6.85
C  -1.73  4.92  3.12
H  -4.36  2.11  1.67
C  -5.53  2.51  -1.46
H  4.94  -0.41  -0.23
H  -3.29  7.91  3.44
C  -4.61  -1.51  -3.75
C  -0.54  -1.01  -4.93
C  -2.94  6.99  2.98
F  0.15  1.79  -3.57
C  -1.19  -6.16  -3.36
C  -6.15  0.34  3.77
O  2.12  0.41  0.91
H  -4.14  -5.40  3.84
C  -4.48  -0.42  -2.96
H  -5.49  -1.73  -4.32
H  -1.50  -0.57  -5.07
C  -1.70  1.78  2.49
H  2.99  0.70  3.40
C  -5.51  2.20  -0.12
C  -5.18  0.97  5.87
C  -2.05  4.63  1.80
H  2.63  -1.50  -5.92
Ba  0.48  -0.16  -0.68
C  -3.93  -4.80  1.79
C  -1.21  -6.00  -2.02
C  -3.82  -0.12  4.21
H  -3.85  7.42  1.09
C  -2.47  -1.82  -2.94
C  -3.48  -3.81  0.93
H  3.38  -1.75  -1.58
H  -5.19  0.37  -2.79
C  -3.81  -4.63  3.16
C  -1.85  0.33  2.08
C  -3.45  -2.32  -3.73
S  -2.96  -0.37  -2.16
C  0.54  -0.81  -5.82
C  -6.28  0.91  5.03
C  -0.22  -1.82  -3.88
C  -3.25  -3.46  3.66
H  -4.36  -5.71  1.40
H  -0.82  1.88  3.14
H  -7.23  1.31  5.35
H  -2.26  3.24  -1.88
S  -1.06  -4.66  -4.19
H  3.31  -0.19  -2.11
H  1.04  2.82  -2.14
C  1.67  -1.45  -5.44
H  -3.36  -3.23  -4.30
C  -3.96  0.45  5.46
H  0.48  -0.20  -6.70
As  -2.07  -0.85  3.65
H  -3.56  -3.95  -0.14
H  -1.13  4.24  3.70
O  -0.56  -1.72  -1.55
H  -3.10  0.50  6.13
H  -1.29  -6.81  -1.32
F  2.25  1.53  -3.03
C  -2.18  6.10  3.71
H  -2.58  2.10  3.07
As  -1.45  2.95  0.92
C  -1.14  -4.64  -1.63
C  -2.81  -2.45  2.80
H  -4.84  -0.63  2.39
C  -1.05  -2.27  -2.69
C  -1.06  -3.79  -2.69
H  3.14  2.23  2.51
N  3.92  -0.41  -0.20
H  4.52  1.62  3.46
C  0.98  1.77  -2.46

=====

[5]
A molecular structure, C42H40AsCl3GeN3OS4SiW. Source: OMol25; level of theory: the ωB97M-V functional and the def2-TZVPD basis.

## Properties
multiplicity	2
E_HOMO (alpha / beta)	-6.9 / -7.9	eV
relative energy (zero: lowest compared OMol25 entry of this formula, charge and spin)	4.560	eV
net charge	0
HOMO-LUMO gap (alpha / beta)	5.3 / 6.4	eV

Positions of all 97 atoms, in Å:
C  -3.16  2.12  -0.90
C  2.87  -2.07  2.66
S  -2.79  0.63  1.88
C  2.09  -1.35  1.74
C  3.11  -2.65  -0.05
C  -2.52  0.98  -3.88
H  0.49  -5.89  -4.41
C  -1.73  5.37  1.72
C  1.19  -0.31  2.15
H  -2.30  2.00  -3.59
H  -5.75  4.20  -0.24
N  0.16  -0.07  1.32
S  -0.90  -2.17  -0.56
H  3.21  -2.85  -1.10
H  -5.13  1.79  -0.13
C  -0.27  -2.96  -3.09
C  1.37  0.44  3.43
H  -0.23  4.18  0.75
C  0.03  6.26  0.35
H  0.38  0.71  -4.07
C  -4.76  3.88  -0.55
C  -0.33  -1.91  -2.19
H  -3.23  -4.47  -2.93
H  1.39  -5.52  -1.53
C  2.24  -1.65  0.35
As  -2.45  0.27  -0.92
H  -5.63  -3.20  1.11
H  4.30  -3.63  2.96
C  -2.68  -0.01  -2.92
H  0.06  8.40  0.13
H  -7.53  -2.60  -0.33
C  -6.48  -1.04  -1.34
C  -2.62  -4.80  -2.10
Cl  3.56  3.08  -2.56
C  -0.44  7.55  0.58
C  -0.54  -5.84  -4.07
H  0.89  6.11  -0.28
C  -3.83  4.82  -0.98
H  0.85  1.39  3.38
H  0.62  -1.05  -5.76
W  0.16  0.29  -0.58
H  -3.15  4.54  3.10
C  -2.91  -0.62  -5.63
H  -3.48  -1.99  0.90
C  -0.61  5.18  0.93
H  4.50  -4.15  0.56
H  -2.52  1.46  -5.96
Si  -0.76  -4.72  -2.55
N  -0.30  1.31  1.11
H  -5.15  0.43  -2.20
C  -2.98  -1.31  -3.33
C  -2.50  4.21  2.29
C  0.13  -2.65  -4.39
H  2.43  0.62  3.63
H  -3.05  6.81  2.59
C  -5.28  -0.37  -1.47
H  -2.91  -5.83  -1.88
Ge  2.16  1.46  -2.03
H  0.40  -4.75  -0.30
N  -0.04  -0.59  -2.49
C  -4.43  2.54  -0.50
H  -0.84  -6.85  -3.82
H  -4.10  5.86  -1.03
H  -7.31  -0.76  -1.97
S  -0.57  2.50  -1.68
C  -2.21  3.08  -1.26
H  2.77  -1.84  3.71
Cl  2.33  1.72  0.27
C  -4.19  -0.70  -0.65
C  0.36  -1.32  -4.75
H  -1.90  8.74  1.59
C  -2.55  4.42  -1.32
O  1.58  -0.94  -0.58
C  3.72  -3.07  2.24
H  -2.86  -4.20  -1.23
S  -1.40  2.93  3.02
C  -5.53  -2.41  0.39
C  -1.43  1.69  1.75
H  0.20  -3.43  -5.13
C  0.27  -0.34  -3.81
C  -1.54  7.74  1.39
C  -6.60  -2.07  -0.42
H  -3.30  -2.63  -4.98
H  0.95  -0.13  4.26
C  -2.18  6.66  1.96
H  0.02  -6.37  -0.84
Cl  3.58  -0.19  -2.48
C  -3.08  -1.61  -4.68
C  0.37  -5.40  -1.17
C  -4.33  -1.73  0.27
H  -1.15  -5.52  -4.91
C  3.84  -3.37  0.89
H  -3.14  -2.08  -2.58
H  -1.80  5.14  -1.63
C  -2.64  0.68  -5.22
H  -3.09  3.71  1.53
H  -2.98  -0.86  -6.68

=====

| no. | E_tot (eV) |
| --- | --- |
| 1 | -69027.262 |
| 2 | -141755.669 |
| 3 | -70812.154 |
| 4 | -213635.147 |
| 5 | -258689.640 |